ORCA calculation (ωB97M-V/def2-TZVPD) on a cluster of 2 separate species, C3H4ClO2S in total.

Output
**HOMO-LUMO gap (alpha / beta)**: 0.1531 / 0.2338 Eh
**Charge**: -1
**2S+1**: 3
**HOMO level (alpha / beta)**: -0.714 / -4.433 eV
**⟨S²⟩**: 2.0071

Positions of all 11 atoms, in Å:
1 C -0.60 -0.37 -0.42
2 C -1.97 0.43 -0.43
3 C -0.66 1.13 -0.38
4 O 3.50 -0.78 -0.53
5 O 3.01 -0.87 1.80
6 S 2.64 -0.36 0.53
7 Cl -0.22 1.79 1.28
8 H -0.25 -0.83 0.62
9 H -0.30 -0.89 -1.29
10 H -2.41 0.53 -1.51
11 H -2.74 0.23 0.34

ORCA calculation (ωB97M-V/def2-TZVPD) on a cluster of 2 separate species, C7H16O in total.

Output
**HOMO-LUMO gap**: 0.3412 Eh
**2S+1**: 1
**HOMO level**: -8.541 eV
**Structure (SMILES)**: CCC(C)=C(C)C.O

Positions of all 24 atoms, in Å:
1 C -1.31 -1.93 -0.09
2 C 0.08 -1.21 -0.35
3 C -0.07 0.23 0.20
4 C -1.01 1.11 -0.64
5 C 0.55 0.66 1.31
6 C 0.43 2.10 1.77
7 C 1.40 -0.22 2.22
8 H -1.54 -2.20 0.95
9 H -1.25 -2.86 -0.69
10 H -2.12 -1.30 -0.48
11 H 0.89 -1.79 0.12
12 H 0.35 -1.06 -1.42
13 H -0.63 1.26 -1.67
14 H -1.01 2.09 -0.12
15 H -2.05 0.75 -0.71
16 H -0.45 2.17 2.43
17 H 0.35 2.87 0.99
18 H 1.33 2.29 2.38
19 H 1.01 -0.10 3.24
20 H 2.47 0.04 2.23
21 H 1.30 -1.28 1.93
22 O 0.26 -0.86 -4.69
23 H 1.09 -0.83 -4.17
24 H -0.04 0.07 -4.74

ORCA calculation (ωB97M-V/def2-TZVPD) on a structure of composition C18H31O4Rh.

Output
**HOMO-LUMO gap (alpha / beta)**: 0.1864 / 0.1880 Eh
**Charge**: +2
**2S+1**: 1
**HOMO level (alpha / beta)**: -14.571 / -14.608 eV

Positions of all 54 atoms, in Å:
1 Rh -0.99 -0.59 0.27
2 C 0.79 -2.98 -1.57
3 O 0.68 -2.20 -0.37
4 C 0.98 -2.96 0.80
5 C 1.04 -2.01 1.97
6 O -0.14 -1.17 2.08
7 C -1.24 -1.67 2.89
8 C -2.06 -2.68 2.12
9 O -2.30 -2.14 0.81
10 C -2.96 -3.07 -0.07
11 H 1.79 -3.41 -1.64
12 H 0.64 -2.31 -2.41
13 H 0.04 -3.78 -1.58
14 H 1.96 -3.43 0.70
15 H 0.24 -3.75 0.93
16 H 1.86 -1.31 1.83
17 H 1.18 -2.54 2.91
18 H -1.83 -0.79 3.13
19 H -0.84 -2.09 3.81
20 H -3.01 -2.85 2.63
21 H -1.54 -3.64 2.02
22 H -3.90 -3.39 0.38
23 H -2.32 -3.93 -0.26
24 H -3.17 -2.54 -1.00
25 C 2.59 1.38 1.86
26 C 2.25 2.67 1.11
27 C 1.19 3.48 1.87
28 C 1.83 2.47 -0.32
29 C 2.55 3.03 -1.35
30 C 2.13 2.92 -2.67
31 C 0.91 2.31 -3.00
32 C 0.12 1.73 -2.04
33 C -1.29 1.32 -2.38
34 C -2.26 2.39 -1.84
35 C -1.73 -0.07 -1.94
36 C 0.64 1.71 -0.69
37 O 0.10 1.02 0.24
38 H 3.13 1.63 2.77
39 H 3.24 0.73 1.26
40 H 1.69 0.84 2.13
41 H 3.16 3.27 1.06
42 H 0.27 2.92 1.99
43 H 0.97 4.42 1.37
44 H 1.57 3.72 2.87
45 H 3.46 3.57 -1.12
46 H 2.72 3.37 -3.46
47 H 0.57 2.33 -4.03
48 H -1.35 1.33 -3.47
49 H -2.22 2.44 -0.75
50 H -3.28 2.15 -2.14
51 H -2.02 3.37 -2.24
52 H -2.19 0.00 -0.89
53 H -1.01 -0.86 -2.15
54 H -2.65 -0.34 -2.45

ORCA calculation (ωB97M-V/def2-TZVPD) on a structure of composition C8H26LiN2O4.

Output
**HOMO-LUMO gap**: 0.3367 Eh
**Charge**: +1
**2S+1**: 1
**HOMO level**: -12.143 eV

Positions of all 41 atoms, in Å:
1 Li 0.12 -0.90 0.50
2 O 0.87 -2.69 0.23
3 H 0.47 -3.55 0.33
4 H 1.20 -2.68 -0.67
5 O -0.90 -0.36 2.16
6 H -1.85 -0.35 2.09
7 H -0.72 -0.56 3.08
8 C -1.66 1.40 -0.50
9 C -2.38 0.05 -0.77
10 C -3.48 0.18 -1.90
11 O -4.68 0.81 -1.28
12 C -5.85 0.78 -2.14
13 N -1.31 -0.92 -1.06
14 H -2.40 2.06 -0.03
15 H -1.39 1.93 -1.41
16 H -0.88 1.36 0.26
17 H -2.77 -0.33 0.17
18 H -3.75 -0.80 -2.30
19 H -3.27 0.77 -2.79
20 H -6.49 -0.01 -1.76
21 H -5.55 0.59 -3.17
22 H -6.35 1.74 -1.99
23 H -0.94 -0.88 -2.00
24 H -1.71 -1.85 -1.05
25 C 3.98 -1.25 0.91
26 C 3.88 0.20 1.36
27 C 2.49 0.79 1.63
28 O 1.50 0.61 0.55
29 C 1.92 0.92 -0.70
30 N 4.67 0.27 2.60
31 H 4.96 -1.60 0.59
32 H 3.26 -1.54 0.13
33 H 3.58 -1.81 1.76
34 H 4.38 0.83 0.63
35 H 2.53 1.87 1.76
36 H 2.13 0.50 2.62
37 H 1.08 0.88 -1.39
38 H 2.64 0.28 -1.20
39 H 2.34 1.93 -0.68
40 H 5.66 0.17 2.42
41 H 4.67 1.19 3.03

ORCA calculation (ωB97M-V/def2-TZVPD) on an isolated molecule of C4H10O2.

Output
**HOMO-LUMO gap**: 0.4021 Eh
**2S+1**: 1
**HOMO level**: -9.962 eV
**Structure (SMILES)**: COC[C@@H](C)O

Positions of all 16 atoms, in Å:
1 C 2.34 -0.81 -0.40
2 O 1.34 -0.21 0.38
3 C 0.31 0.41 -0.37
4 C -0.87 0.57 0.61
5 C -2.25 0.49 -0.05
6 O -0.88 -0.51 1.51
7 H 1.90 -1.52 -1.12
8 H 2.92 -0.06 -0.95
9 H 2.99 -1.36 0.29
10 H 0.04 -0.24 -1.22
11 H 0.67 1.36 -0.78
12 H -0.72 1.52 1.16
13 H -2.92 0.09 0.72
14 H -2.21 -0.26 -0.85
15 H -2.68 1.41 -0.44
16 H 0.01 -0.89 1.49

ORCA calculation (ωB97M-V/def2-TZVPD) on a cluster of 2 separate species, C4H11NO2 in total.

Output
**HOMO-LUMO gap**: 0.3545 Eh
**2S+1**: 1
**HOMO level**: -9.111 eV
**Structure (SMILES)**: CC(=O)O.CCN

Positions of all 18 atoms, in Å:
1 C 0.79 1.58 -2.14
2 C 1.94 1.54 -1.17
3 O 2.50 2.48 -0.71
4 O 2.16 0.25 -0.84
5 H 0.10 0.76 -1.92
6 H 0.94 1.53 -3.23
7 H 0.24 2.52 -2.15
8 H 2.89 -0.23 -0.46
9 C -0.62 -1.90 1.66
10 C -1.54 -0.63 1.65
11 N -1.77 -0.12 0.30
12 H -1.28 -2.78 1.61
13 H -0.20 -2.03 2.66
14 H 0.06 -1.94 0.81
15 H -2.50 -0.91 2.06
16 H -0.89 0.02 2.23
17 H -1.73 -0.76 -0.48
18 H -1.09 0.61 0.13

ORCA calculation (ωB97M-V/def2-TZVPD) on the ion C8H14NO3 with charge +1.

Output
**HOMO-LUMO gap**: 0.3608 Eh
**Charge**: +1
**2S+1**: 1
**HOMO level**: -12.783 eV
**Structure (SMILES)**: Cc1oc(=O)oc1C[N+](C)(C)C

Positions of all 26 atoms, in Å:
1 C 2.60 -1.74 0.80
2 C 1.65 -0.78 1.40
3 O 1.47 -0.83 2.76
4 C 0.56 0.14 3.16
5 O 0.24 0.33 4.29
6 O 0.12 0.74 2.08
7 C 0.75 0.18 0.99
8 C 0.47 0.76 -0.53
9 N -0.91 0.50 -0.97
10 C -1.83 1.31 -0.19
11 C -0.97 0.77 -2.45
12 C -1.23 -0.93 -0.85
13 H 2.27 -2.80 0.94
14 H 3.54 -1.38 1.05
15 H 2.74 -1.68 -0.23
16 H 1.09 0.20 -1.18
17 H 0.65 1.83 -0.46
18 H -1.69 1.14 0.85
19 H -1.64 2.26 -0.38
20 H -2.87 1.16 -0.56
21 H -0.19 0.13 -2.88
22 H -1.93 0.53 -2.82
23 H -0.89 1.85 -2.58
24 H -0.60 -1.52 -1.36
25 H -1.18 -1.04 0.27
26 H -2.22 -1.12 -1.15

ORCA calculation (ωB97M-V/def2-TZVPD) on a structure of composition F4KN2O8S4.

Output
**HOMO-LUMO gap**: 0.2249 Eh
**Charge**: -1
**2S+1**: 1
**HOMO level**: -6.449 eV

Positions of all 19 atoms, in Å:
1 K 5.22 -14.26 -11.38
2 N 6.72 -17.20 -4.99
3 S 6.12 -17.75 -6.16
4 O 6.69 -17.55 -7.44
5 O 4.75 -18.16 -6.06
6 F 6.96 -19.08 -5.89
7 S 6.08 -15.62 -5.25
8 O 5.47 -15.16 -4.07
9 O 5.69 -15.14 -6.63
10 F 7.58 -14.91 -5.12
11 N 11.81 -15.24 -10.83
12 S 10.91 -16.54 -11.46
13 O 9.45 -16.52 -11.73
14 O 11.50 -17.81 -11.02
15 F 11.47 -16.33 -12.98
16 S 10.98 -15.26 -9.58
17 O 11.19 -16.21 -8.54
18 O 9.66 -14.72 -9.76
19 F 11.62 -13.87 -9.04

ORCA calculation (ωB97M-V/def2-TZVPD) on a structure of composition C23H26N4PPtS2.

Output
**HOMO-LUMO gap**: 0.2316 Eh
**Charge**: +3
**2S+1**: 1
**HOMO level**: -17.407 eV

Positions of all 57 atoms, in Å:
1 Pt -0.54 0.60 0.07
2 C 0.76 -4.06 -0.93
3 C 0.51 -3.77 0.41
4 C 0.75 -2.49 0.89
5 C 1.26 -1.51 0.02
6 C 1.48 -1.80 -1.35
7 C 1.23 -3.08 -1.80
8 P 1.61 0.12 0.66
9 C 3.15 0.83 0.20
10 C 4.11 0.08 -0.49
11 C 5.35 0.65 -0.74
12 C 5.60 1.96 -0.34
13 C 4.64 2.70 0.35
14 C 3.41 2.14 0.62
15 C 1.12 0.29 2.34
16 C 1.63 0.24 3.63
17 C 0.74 0.55 4.65
18 C -0.58 0.92 4.38
19 C -1.07 1.03 3.08
20 C -0.19 0.67 2.07
21 H 0.61 -5.07 -1.29
22 H 0.18 -4.54 1.09
23 H 0.61 -2.27 1.94
24 H 1.85 -1.05 -2.02
25 H 1.42 -3.32 -2.84
26 H 3.92 -0.94 -0.80
27 H 6.11 0.08 -1.24
28 H 6.56 2.41 -0.56
29 H 4.86 3.71 0.67
30 H 2.66 2.72 1.15
31 H 2.66 -0.01 3.84
32 H 1.07 0.52 5.68
33 H -1.23 1.17 5.20
34 H -2.08 1.36 2.89
35 C -3.97 4.01 -1.32
36 N -2.77 3.43 -0.71
37 C -1.59 3.41 -1.28
38 N -1.39 3.94 -2.47
39 S -0.15 2.78 -0.46
40 H -4.81 3.83 -0.66
41 H -4.17 3.52 -2.28
42 H -3.85 5.08 -1.46
43 H -2.82 3.10 0.24
44 H -2.09 4.51 -2.93
45 H -0.47 3.91 -2.89
46 S -2.09 0.16 -1.71
47 C -2.56 -1.49 -1.42
48 N -2.73 -2.36 -2.39
49 C -3.20 -3.67 -1.91
50 C -3.36 -3.41 -0.39
51 N -2.84 -2.04 -0.24
52 H -2.54 -2.14 -3.36
53 H -2.46 -4.43 -2.13
54 H -4.14 -3.93 -2.39
55 H -2.78 -4.10 0.22
56 H -4.40 -3.45 -0.08
57 H -2.94 -1.49 0.60

ORCA calculation (ωB97M-V/def2-TZVPD) on a cluster of 2 separate species, C6H12 in total.

Output
**HOMO-LUMO gap**: 0.3965 Eh
**2S+1**: 1
**HOMO level**: -9.580 eV
**Structure (SMILES)**: C=CC.C=CC

Positions of all 18 atoms, in Å:
1 C -0.63 -1.79 0.89
2 C -1.64 -0.96 1.13
3 C -1.48 0.53 1.31
4 H -0.80 -2.85 0.72
5 H 0.40 -1.44 0.87
6 H -2.66 -1.35 1.21
7 H -0.45 0.83 1.09
8 H -1.73 0.83 2.33
9 H -2.16 1.07 0.64
10 C 2.33 0.87 -0.35
11 C 1.55 0.12 -1.12
12 C 0.25 0.56 -1.68
13 H 2.01 1.85 0.00
14 H 3.33 0.55 -0.07
15 H 1.89 -0.87 -1.44
16 H -0.55 -0.16 -1.46
17 H 0.37 0.65 -2.77
18 H -0.02 1.55 -1.30

ORCA calculation (ωB97M-V/def2-TZVPD) on a structure of composition C30H27MoN2P2S.

Output
**HOMO-LUMO gap (alpha / beta)**: 0.2258 / 0.2382 Eh
**Charge**: +3
**2S+1**: 3
**HOMO level (alpha / beta)**: -17.413 / -17.461 eV
**⟨S²⟩**: 2.0447

Positions of all 63 atoms, in Å:
1 Mo 0.98 -0.85 -0.38
2 S 1.23 -3.03 -1.07
3 C 2.66 -2.21 -1.77
4 C 3.62 -2.86 -2.52
5 C 4.64 -2.10 -3.07
6 C 4.68 -0.73 -2.86
7 C 3.70 -0.14 -2.09
8 N 2.72 -0.88 -1.54
9 H 3.56 -3.93 -2.68
10 H 5.40 -2.58 -3.68
11 H 5.46 -0.12 -3.29
12 H 3.68 0.92 -1.89
13 C -2.27 1.61 1.69
14 N -1.25 0.82 0.97
15 P 0.00 -0.05 1.65
16 C 0.66 0.59 3.15
17 C 0.13 0.16 4.37
18 C 0.61 0.72 5.55
19 C 1.60 1.69 5.50
20 C 2.13 2.11 4.29
21 C 1.66 1.57 3.10
22 C -0.31 -1.81 1.66
23 C 0.55 -2.67 2.39
24 C 0.39 -4.02 2.31
25 C -0.60 -4.56 1.47
26 C -1.45 -3.74 0.74
27 C -1.32 -2.36 0.84
28 P -0.98 0.66 -0.70
29 C -2.35 0.02 -1.63
30 C -2.12 -0.99 -2.57
31 C -3.17 -1.45 -3.35
32 C -4.44 -0.92 -3.18
33 C -4.67 0.08 -2.24
34 C -3.63 0.56 -1.47
35 C -0.43 2.22 -1.34
36 C -0.69 2.55 -2.68
37 C -0.23 3.75 -3.19
38 C 0.48 4.63 -2.38
39 C 0.75 4.31 -1.05
40 C 0.30 3.11 -0.53
41 H -1.79 2.21 2.45
42 H -3.01 0.95 2.15
43 H -2.77 2.27 0.99
44 H -0.64 -0.61 4.41
45 H 0.20 0.40 6.50
46 H 1.96 2.12 6.42
47 H 2.91 2.86 4.27
48 H 2.09 1.89 2.16
49 H 1.31 -2.25 3.04
50 H 1.02 -4.69 2.88
51 H -0.72 -5.64 1.41
52 H -2.23 -4.17 0.13
53 H -2.04 -1.72 0.34
54 H -1.13 -1.41 -2.71
55 H -3.00 -2.22 -4.09
56 H -5.26 -1.28 -3.79
57 H -5.66 0.49 -2.12
58 H -3.82 1.35 -0.77
59 H -1.26 1.88 -3.31
60 H -0.45 4.02 -4.22
61 H 0.82 5.57 -2.78
62 H 1.29 5.00 -0.42
63 H 0.47 2.89 0.52

ORCA calculation (ωB97M-V/def2-TZVPD) on the ion C5H13N2 with charge +1.

Output
**HOMO-LUMO gap**: 0.2868 Eh
**Charge**: +1
**2S+1**: 1
**HOMO level**: -12.636 eV
**Structure (SMILES)**: C=[N+](C)CN(C)C

Positions of all 20 atoms, in Å:
1 C 0.18 -2.34 -1.35
2 N -0.14 -1.30 -0.66
3 C -1.47 -0.96 -0.29
4 C 0.88 -0.39 -0.04
5 N 0.19 0.91 0.33
6 C 0.19 1.03 1.73
7 C 0.36 2.14 -0.44
8 H -0.54 -3.11 -1.69
9 H 1.18 -2.61 -1.49
10 H -1.74 0.05 -0.77
11 H -2.19 -1.65 -0.61
12 H -1.34 -0.96 0.86
13 H 1.02 -0.89 0.90
14 H 1.78 -0.35 -0.63
15 H -0.57 1.79 2.10
16 H 0.02 0.00 2.15
17 H 1.13 1.38 2.10
18 H 1.21 2.23 -1.12
19 H -0.52 2.07 -1.29
20 H 0.38 2.97 0.23

Taking the records one at a time from the top gives calculated total energy values of -30625.1632 -9565.2295 -30348.0634 -20088.0101 -8404.3098 -9910.6802 -16147.1473 -89892.7730 -64414.6007 -6415.1471 -65770.6006 -8366.8390 eV.